ORCA calculation (wB97M-V/def2-TZVPD) on C4H4N2O in the gas phase.

The HOMO energy is -10.4040 eV. The spin multiplicity is 1. Its SMILES is N#CN1CCC1=O. Its charge is 0. The relative energy (zero: lowest compared OMol25 entry of this formula, charge and spin) comes out at 182.2 kJ/mol. The HOMO-LUMO gap comes out at 0.401 hartree.

CARTESIAN COORDINATES (ANGSTROEM)
1 C 1.982 0.846 0.097
2 C 0.279 -1.121 0.013
3 C -1.158 -0.626 0.197
4 C -0.658 0.783 -0.236
5 N 2.987 1.414 -0.011
6 N 0.798 0.208 0.178
7 O 0.787 -2.145 -0.286
8 H -1.920 -1.327 -0.263
9 H -1.304 -0.478 1.242
10 H -0.738 0.844 -1.277
11 H -1.056 1.602 0.346